No. 1
Computed, not measured: a cluster of 4 separate species, C36H71N5O9Si in total, with ωB97M-V/def2-TZVPD.

E_HOMO, eV: -8.390
SMILES: CCC(=O)OCCc1ccc2nccnc2c1CCO[Si](C)(C)C.COCCNCCOC.COCCNCCOC.COCCNCCOC
E_LUMO, eV: -0.83
HOMO-LUMO gap, eV: 7.6
Maximum force, eV Å⁻¹: 6.1

ORCA input file:
```
! wB97M-V def2-TZVPD RIJCOSX def2/J DEFGRID3
* xyz 0 1
C 3.657 -1.028 3.202
C 2.367 -1.541 2.359
C 2.766 -1.653 0.815
O 3.928 -1.460 0.358
O 1.751 -1.966 -0.175
C 1.246 -0.647 -0.580
C -0.367 -0.744 -0.631
C -1.021 0.672 -0.207
C -0.482 1.930 -1.000
C -1.043 3.307 -0.596
C -2.118 3.538 0.549
N -2.489 4.902 0.811
C -3.443 4.911 1.872
C -4.039 3.676 2.605
N -3.646 2.339 2.307
C -2.648 2.277 1.273
C -2.107 0.828 0.900
C -2.677 -0.438 1.716
C -3.436 -1.518 0.801
O -4.808 -1.188 0.474
Si -5.923 -1.633 1.726
C -6.071 -0.359 3.152
C -5.651 -3.373 2.478
C -7.671 -1.690 0.877
H 4.165 -0.113 2.720
H 3.311 -0.710 4.255
H 4.411 -1.884 3.332
H 1.551 -0.742 2.506
H 2.031 -2.550 2.776
H 1.517 0.096 0.266
H 1.714 -0.280 -1.569
H -0.647 -0.876 -1.749
H -0.771 -1.623 -0.008
H 0.292 1.888 -1.837
H -0.657 4.233 -1.166
H -3.812 5.949 2.221
H -4.808 3.839 3.430
H -3.305 -0.154 2.627
H -1.738 -0.976 2.139
H -2.872 -1.586 -0.210
H -3.292 -2.543 1.299
H -5.809 0.714 2.840
H -5.452 -0.727 4.053
H -7.174 -0.379 3.498
H -6.612 -3.991 2.434
H -5.425 -3.210 3.605
H -4.769 -3.961 2.044
H -7.864 -0.729 0.260
H -7.651 -2.561 0.111
H -8.513 -1.913 1.616
C -4.502 -1.373 -3.265
O -3.978 -2.628 -3.675
C -3.993 -3.615 -2.642
C -5.035 -4.699 -2.936
N -6.394 -4.180 -2.790
C -7.431 -5.062 -3.334
C -7.380 -5.391 -4.836
O -7.664 -4.285 -5.688
C -6.567 -3.417 -5.920
H -4.268 -0.641 -4.039
H -5.591 -1.421 -3.164
H -4.054 -1.042 -2.325
H -4.141 -3.172 -1.650
H -3.003 -4.082 -2.647
H -4.891 -5.533 -2.241
H -4.849 -5.061 -3.952
H -6.461 -3.288 -3.270
H -8.391 -4.575 -3.133
H -7.429 -5.999 -2.765
H -8.172 -6.121 -5.031
H -6.446 -5.880 -5.132
H -5.610 -3.949 -5.942
H -6.549 -2.626 -5.168
H -6.713 -2.935 -6.888
C 3.100 1.737 -7.854
O 4.073 2.473 -7.127
C 3.758 3.860 -6.993
C 3.380 4.196 -5.547
N 2.085 3.621 -5.190
C 1.795 3.649 -3.754
C 2.747 2.889 -2.812
O 2.695 1.470 -2.946
C 3.464 0.947 -4.019
H 3.518 0.754 -8.076
H 2.194 1.592 -7.257
H 2.851 2.230 -8.796
H 2.979 4.176 -7.697
H 4.669 4.410 -7.246
H 3.336 5.285 -5.432
H 4.181 3.816 -4.905
H 2.057 2.653 -5.494
H 0.794 3.223 -3.629
H 1.734 4.694 -3.428
H 2.420 3.098 -1.788
H 3.780 3.248 -2.873
H 4.374 1.525 -4.203
H 2.854 0.893 -4.923
H 3.751 -0.075 -3.765
C 5.917 2.551 8.453
O 7.208 2.759 7.900
C 8.146 1.737 8.242
C 8.484 0.875 7.021
N 7.349 0.038 6.634
C 7.492 -0.589 5.316
C 7.634 0.334 4.093
O 6.458 1.074 3.779
C 6.275 2.251 4.549
H 5.339 3.466 8.311
H 5.396 1.739 7.936
H 5.972 2.337 9.523
H 7.802 1.125 9.084
H 9.059 2.250 8.562
H 9.339 0.235 7.260
H 8.777 1.554 6.214
H 6.508 0.606 6.619
H 6.600 -1.205 5.165
H 8.347 -1.274 5.344
H 7.814 -0.309 3.226
H 8.504 0.996 4.158
H 7.223 2.731 4.811
H 5.698 2.025 5.447
H 5.685 2.956 3.959
*
```



No. 2
Computed, not measured: a structure of composition C47H49LaN8O3S6Si, with ωB97M-V/def2-TZVPD.

E_HOMO, eV: -1.013
ΔE to the lowest compared entry with this formula, charge and spin, kcal per mole: 0.0
E_LUMO, eV: 3.62
HOMO-LUMO gap, eV: 4.6
Maximum force, eV Å⁻¹: 0.6

ORCA input file:
```
! wB97M-V def2-TZVPD RIJCOSX def2/J DEFGRID3
* xyz -2 1
La 0.591 0.061 1.249
C -1.984 3.972 2.851
C -1.128 3.032 2.257
N -1.349 1.735 2.269
C -2.442 1.279 2.916
C -3.358 2.135 3.533
C -3.105 3.517 3.486
C -4.522 1.592 4.181
C -4.745 0.263 4.197
C -3.815 -0.647 3.580
C -4.022 -2.036 3.572
C -3.104 -2.848 2.968
C -1.971 -2.261 2.381
N -1.754 -0.960 2.372
C -2.667 -0.152 2.954
H -1.746 5.023 2.783
H -0.241 3.371 1.741
H -3.805 4.203 3.948
H -5.220 2.280 4.641
H -5.629 -0.149 4.668
H -4.911 -2.444 4.040
H -3.224 -3.921 2.935
H -1.217 -2.866 1.901
C 4.693 -3.373 -0.360
C 4.223 -4.312 0.742
N 3.485 -3.628 1.799
C 4.194 -3.419 3.052
C 5.402 -2.504 2.911
C 2.218 -3.237 1.605
S 1.409 -2.389 2.862
N 1.693 -3.672 0.446
C 0.627 -3.148 -0.126
O 0.025 -2.080 0.147
C 0.084 -3.928 -1.297
C -1.119 -3.522 -1.872
C -1.625 -4.214 -2.963
C -0.933 -5.295 -3.492
C 0.271 -5.691 -2.926
C 0.776 -5.011 -1.828
H 5.225 -3.935 -1.130
H 5.358 -2.606 0.030
H 3.837 -2.877 -0.813
H 5.076 -4.792 1.228
H 3.584 -5.091 0.319
H 4.509 -4.409 3.408
H 3.487 -3.013 3.773
H 6.192 -2.966 2.317
H 5.810 -2.283 3.897
H 5.117 -1.556 2.453
H -1.624 -2.638 -1.492
H -2.556 -3.891 -3.409
H -1.327 -5.825 -4.352
H 0.819 -6.527 -3.344
H 1.711 -5.304 -1.369
S 3.374 0.590 2.015
C 2.936 1.270 3.536
S 1.267 1.265 3.963
C 3.897 1.826 4.378
C 3.561 2.406 5.633
N 3.329 2.871 6.663
C 5.275 1.859 4.025
N 6.398 1.919 3.764
C 1.042 -1.089 -2.942
N 2.171 -0.197 -2.756
C 2.670 -0.002 -1.514
N 3.612 0.973 -1.360
O 2.326 -0.744 -0.585
H 0.721 -1.014 -3.979
H 0.202 -0.836 -2.291
H 1.341 -2.116 -2.744
H 2.293 0.546 -3.431
H 3.522 1.777 -1.964
H 3.796 1.206 -0.388
C -4.859 1.286 -2.545
Si -3.883 -0.329 -2.240
C -3.190 -0.642 -3.997
C -5.223 -1.654 -2.003
C -2.732 -0.396 -0.909
H -5.631 1.168 -3.309
H -4.198 2.094 -2.868
H -5.333 1.605 -1.614
H -3.952 -0.545 -4.775
H -2.751 -1.640 -4.058
H -2.392 0.067 -4.226
H -5.959 -1.633 -2.809
H -5.748 -1.499 -1.060
H -4.776 -2.649 -1.974
H -1.778 0.121 -0.884
H -2.863 -1.140 -0.133
O 0.461 1.771 -0.475
C 0.445 2.974 -1.133
C 1.585 3.880 -0.688
C 2.182 4.963 -1.274
C 3.179 5.555 -0.450
C 3.304 4.915 0.749
S 2.229 3.602 0.864
C 0.508 2.717 -2.646
C -0.431 1.998 -3.320
C -0.106 1.784 -4.685
C 1.083 2.349 -5.032
S 1.800 3.156 -3.700
C -0.861 3.733 -0.867
C -2.084 3.198 -0.606
C -3.097 4.189 -0.470
C -2.623 5.454 -0.624
S -0.936 5.457 -0.924
H 1.907 5.351 -2.244
H 3.776 6.405 -0.741
H 3.986 5.124 1.553
H -1.307 1.601 -2.831
H -0.728 1.224 -5.367
H 1.562 2.359 -5.994
H -2.276 2.138 -0.522
H -4.130 3.953 -0.265
H -3.166 6.381 -0.559
*
```



No. 3
Computed, not measured: the molecule C2H6N2O2, with ωB97M-V/def2-TZVPD.

E_HOMO, eV: -8.952
SMILES: CN(O)/C=N/O
ΔE to the lowest compared entry with this formula, charge and spin, kcal per mole: 108.1
E_LUMO, eV: 0.91
HOMO-LUMO gap, eV: 9.9
Maximum force, eV Å⁻¹: 3.7

ORCA input file:
```
! wB97M-V def2-TZVPD RIJCOSX def2/J DEFGRID3
* xyz 0 1
C -1.053 1.035 0.110
N -0.743 -0.249 -0.490
O -1.496 -1.213 0.316
C 0.584 -0.598 -0.276
N 1.464 0.277 -0.002
O 2.604 -0.474 0.118
H -0.827 1.041 1.185
H -2.071 1.228 -0.156
H -0.446 1.798 -0.387
H -2.262 -1.339 -0.290
H 0.891 -1.691 -0.228
H 3.354 0.185 0.101
*
```



No. 4
Computed, not measured: a structure of composition C15H8ClN2O6PtS, with ωB97M-V/def2-TZVPD.

E_HOMO (spin up / spin down), eV: -4.022 / -4.022
ΔE to the lowest compared entry with this formula, charge and spin, kcal per mole: 44.4
E_LUMO (spin up / spin down), eV: 1.95 / 1.95
HOMO-LUMO gap (spin up / spin down), eV: 6.0 / 6.0
Maximum force, eV Å⁻¹: 2.2

ORCA input file:
```
! wB97M-V def2-TZVPD RIJCOSX def2/J DEFGRID3
* xyz -1 1
Pt -0.765 0.678 0.386
O -2.500 -1.059 -3.309
C -1.986 -0.602 -2.146
O -1.119 0.236 -2.168
C -2.567 -1.202 -0.951
C -3.561 -2.176 -1.031
C -4.085 -2.731 0.113
C -3.631 -2.276 1.344
C -2.657 -1.297 1.388
N -2.104 -0.802 0.270
C -2.159 -0.776 2.757
O -2.721 -1.240 3.757
O -1.224 0.059 2.711
H -2.059 -0.556 -4.006
H -3.895 -2.467 -2.016
H -4.843 -3.501 0.064
H -4.019 -2.639 2.285
S -4.971 2.397 -0.066
C -3.415 2.093 0.132
N -2.255 1.961 0.272
Cl 7.583 1.559 -0.421
C 5.871 1.348 -0.212
C 5.401 0.272 0.524
C 4.036 0.100 0.681
C 3.151 1.015 0.126
C 3.637 2.102 -0.593
C 4.999 2.267 -0.775
C 1.680 0.865 0.298
O 1.155 -0.278 0.402
O 0.957 1.903 0.330
H 6.099 -0.420 0.974
H 3.648 -0.742 1.238
H 2.933 2.805 -1.018
H 5.386 3.105 -1.337
*
```



No. 5
Computed, not measured: a structure of composition C55H83ClMgN2O5P2SbSi, with ωB97M-V/def2-TZVPD.

E_HOMO, eV: -4.081
E_LUMO, eV: 2.36
HOMO-LUMO gap, eV: 6.4
Maximum force, eV Å⁻¹: 3.0

ORCA input file:
```
! wB97M-V def2-TZVPD RIJCOSX def2/J DEFGRID3
* xyz -1 1
Mg 0.868 0.410 -0.128
C -0.822 -2.004 2.458
Si -0.296 -0.192 1.977
C -1.640 0.876 2.834
C -1.280 1.798 3.810
C -2.137 2.801 4.224
C -3.389 2.911 3.640
C -3.783 1.986 2.689
C -2.937 0.955 2.303
P -3.375 -0.324 1.052
C -5.065 -1.072 1.548
C -6.131 -0.320 2.357
C -5.856 -0.269 3.856
C -5.620 -1.664 4.416
C -4.460 -2.306 3.668
C -4.814 -2.441 2.193
C -3.849 0.676 -0.496
C -5.293 1.149 -0.762
C -5.426 2.668 -0.742
C -4.551 3.307 -1.822
C -3.179 2.622 -1.916
C -2.855 1.828 -0.656
C 1.253 0.011 3.143
C 1.482 -0.906 4.166
C 2.698 -1.034 4.813
C 3.744 -0.199 4.470
C 3.536 0.762 3.499
C 2.320 0.866 2.835
P 2.207 2.238 1.641
C 1.764 3.683 2.752
C 2.580 4.020 3.992
C 1.781 4.993 4.861
C 1.439 6.267 4.090
C 0.717 5.942 2.782
C 1.524 4.954 1.941
C 3.683 2.834 0.668
C 4.157 1.929 -0.465
C 5.163 2.708 -1.306
C 6.422 3.058 -0.495
C 6.205 2.838 1.002
C 4.868 3.417 1.462
H -1.228 -2.086 3.463
H 0.016 -2.691 2.372
H -1.592 -2.345 1.774
H -0.291 1.722 4.244
H -1.822 3.514 4.976
H -4.055 3.716 3.921
H -4.752 2.085 2.223
H -5.488 -1.277 0.553
H -7.087 -0.835 2.195
H -6.255 0.698 1.990
H -6.706 0.202 4.360
H -4.970 0.338 4.043
H -6.520 -2.274 4.291
H -5.400 -1.604 5.484
H -4.228 -3.287 4.092
H -3.573 -1.676 3.755
H -5.714 -3.060 2.095
H -4.004 -2.944 1.662
H -3.611 -0.060 -1.280
H -5.997 0.723 -0.052
H -5.596 0.799 -1.753
H -5.142 3.050 0.240
H -6.473 2.943 -0.903
H -4.430 4.369 -1.598
H -5.059 3.239 -2.786
H -2.401 3.360 -2.101
H -3.156 1.933 -2.763
H -2.884 2.484 0.218
H -1.841 1.422 -0.726
H 0.675 -1.560 4.464
H 2.835 -1.795 5.571
H 4.711 -0.294 4.944
H 4.346 1.419 3.224
H 0.776 3.333 3.092
H 3.523 4.493 3.714
H 2.801 3.112 4.559
H 2.342 5.246 5.766
H 0.854 4.509 5.176
H 2.352 6.832 3.878
H 0.798 6.902 4.706
H 0.535 6.864 2.224
H -0.255 5.498 3.011
H 2.482 5.406 1.666
H 0.980 4.706 1.027
H 3.152 3.650 0.152
H 3.297 1.672 -1.082
H 4.609 1.009 -0.104
H 4.673 3.613 -1.668
H 5.440 2.120 -2.182
H 6.702 4.099 -0.671
H 7.260 2.436 -0.818
H 7.013 3.314 1.564
H 6.242 1.772 1.228
H 4.896 4.502 1.326
H 4.760 3.238 2.532
O 2.573 -0.170 0.487
C 3.212 -1.279 0.512
C 4.536 -1.356 1.012
C 5.260 -2.522 1.007
C 4.690 -3.698 0.531
C 3.386 -3.678 0.086
C 2.634 -2.503 0.062
C 1.282 -2.527 -0.438
N 0.583 -1.510 -0.897
C -0.620 -1.990 -1.297
C -0.672 -3.330 -1.080
N 0.540 -3.666 -0.538
H 4.985 -0.453 1.401
H 6.285 -2.521 1.359
H 5.267 -4.610 0.502
H 2.942 -4.594 -0.286
H -1.358 -1.331 -1.710
H -1.436 -4.060 -1.253
H 0.794 -4.575 -0.194
C 2.023 -1.154 -5.869
C 1.410 -1.056 -4.480
C 2.475 -0.604 -3.498
Sb -0.448 0.211 -4.275
C -0.075 1.956 -5.640
C -0.475 1.749 -7.089
C 1.337 2.497 -5.514
C -1.813 -0.998 -5.664
C -1.242 -1.743 -6.852
C -2.576 -1.964 -4.770
H 2.860 -1.858 -5.853
H 2.415 -0.189 -6.185
H 1.313 -1.501 -6.611
H 1.049 -2.046 -4.172
H 2.828 0.397 -3.737
H 3.332 -1.283 -3.534
H 2.090 -0.586 -2.485
H -0.743 2.689 -5.185
H 0.182 1.041 -7.589
H -0.416 2.696 -7.628
H -1.499 1.390 -7.159
H 2.077 1.812 -5.923
H 1.576 2.698 -4.474
H 1.421 3.438 -6.063
H -2.526 -0.252 -6.029
H -0.598 -2.553 -6.519
H -0.680 -1.078 -7.499
H -2.045 -2.183 -7.449
H -1.911 -2.730 -4.372
H -3.375 -2.465 -5.323
H -3.024 -1.436 -3.928
O 0.614 1.220 -1.864
Cl 0.490 2.709 -1.778
O 1.818 3.280 -2.010
O -0.365 3.094 -2.912
O 1.037 2.182 0.734
*
```



No. 6
Computed, not measured: the molecule C5H4N2, with ωB97M-V/def2-TZVPD.

E_HOMO, eV: -9.349
ΔE to the lowest compared entry with this formula, charge and spin, kcal per mole: 137.3
E_LUMO, eV: -0.36
HOMO-LUMO gap, eV: 9.0
Maximum force, eV Å⁻¹: 1.0

ORCA input file:
```
! wB97M-V def2-TZVPD RIJCOSX def2/J DEFGRID3
* xyz 0 1
C 2.494 -0.404 -0.135
C 1.673 -0.991 0.641
C 0.361 -0.613 0.632
C -0.719 -1.028 -0.259
C -1.213 0.136 -0.707
N -0.667 1.254 -0.012
N -0.013 0.620 1.094
H 0.143 1.537 -0.596
H -0.911 -2.030 -0.614
H -1.876 0.334 -1.538
H 0.728 1.184 1.494
*
```